The following is a quantum chemistry calculation of CH5N3S as an isolated structure at a distorted geometry, from the OMol25 dataset.

Geometry as XYZ:
```
10
Properties=species:S:1:pos:R:3
C 0.453 -0.302 -0.075
H 0.164 2.070 0.530
H 1.812 1.295 -0.567
H 2.373 -0.560 -0.299
H -0.773 -1.862 0.083
H -2.983 0.229 0.770
N 0.643 1.089 -0.097
N 1.403 -1.031 -0.331
N -0.735 -0.832 0.326
S -2.356 -0.097 -0.339
```

Properties
2S+1   1
Energy above the lowest of the compared OMol25 structures with the same formula, charge and spin   277.25 kJ/mol
Maximum force   0.11208 hartree/bohr
Gap between HOMO and LUMO   0.34736 Eh



The following is a quantum chemistry calculation of an isolated ion of composition C2H3O3S and charge -1 at a distorted geometry, from the OMol25 dataset.

Geometry as XYZ:
```
9
Properties=species:S:1:pos:R:3
C -0.317 0.261 -0.029
C 0.317 -0.796 -0.390
O 0.816 -2.173 -2.581
O -1.315 -0.811 -2.421
O -1.088 -3.083 -0.686
S -0.374 -1.671 -1.782
H 0.093 0.875 0.692
H -1.154 0.704 -0.674
H 1.028 -1.260 0.281
```

Properties
2S+1   1
Energy above the lowest of the compared OMol25 structures with the same formula, charge and spin   366.16 kJ/mol
Maximum force   0.15772 hartree/bohr
Gap between HOMO and LUMO   0.30293 Eh
Net charge   -1



The following is a quantum chemistry calculation of C4H6N3 as an isolated structure at a distorted geometry, from the OMol25 dataset.

Geometry as XYZ:
```
13
Properties=species:S:1:pos:R:3
C -1.056 1.141 3.151
C -2.061 0.498 2.473
C -0.261 0.480 1.065
C 0.302 -0.163 -1.136
N -0.049 0.983 2.325
N -2.081 0.098 1.316
N 0.533 -0.212 0.317
H 1.212 -0.099 -1.756
H -0.526 0.540 -1.236
H -0.064 -1.177 -1.513
H 0.966 1.183 2.584
H -2.786 0.049 0.489
H 1.388 -0.732 0.803
```

Properties
2S+1   1
Energy above the lowest of the compared OMol25 structures with the same formula, charge and spin   706.76 kJ/mol
Maximum force   0.07726 hartree/bohr
Gap between HOMO and LUMO   0.25791 Eh
Net charge   +1